Here is 2 unconnected molecules or ions with the total composition C5H11NO2 from the Open Molecules 2025 dataset. Energies are from the ωB97M-V functional and the def2-TZVPD basis.

Geometry as XYZ:
```
19
Properties=species:S:1:pos:R:3
C 0.2120 -1.9328 0.9294
C 0.3462 -0.4376 0.8360
N -0.6073 0.3259 1.3442
C -0.1848 1.6267 1.8162
H -0.8368 -2.2252 0.8637
H 0.7523 -2.3925 0.0982
H 0.6492 -2.2966 1.8631
H 1.3774 -0.0562 0.7854
H 0.1828 1.5077 2.8446
H -1.0373 2.3073 1.8290
H 0.6123 2.0642 1.2061
C 0.6820 0.3722 -2.1801
C -0.5420 0.2610 -1.3202
O -1.2093 1.2856 -0.9718
O -1.2273 -0.8845 -1.5907
H 1.4020 1.0340 -1.6966
H 0.3935 0.8006 -3.1442
H 1.1325 -0.6098 -2.3429
H -2.0973 -0.7500 -1.1693
```

HOMO-LUMO gap: 0.3620 hartree
Energy: -10946.856 eV
Relative energy (zero: lowest compared OMol25 entry of this formula, charge and spin): 55.6 kcal/mol
SMILES: C/C=N/C.CC(=O)O
HOMO: -0.3536 Eh